{
  "formula": "C15H26AuClO2P2S",
  "method": "ωB97M-V with the def2-TZVPD basis set",
  "homo_energy_ev": [-12.52, -13.88],
  "spin_multiplicity": 3,
  "e_above_lowest_kcal_mol": 38.2,
  "orbital_gap_ev": [4.3, 5.7],
  "e_lumo_ev": [-8.2, -8.2],
  "charge": 2,
  "elements": ["C", "C", "H", "H", "H", "O", "Cl", "Au", "P", "C", "C", "H", "H", "H", "H", "H", "H", "C", "H", "H", "H", "P", "C", "C", "H", "H", "H", "C", "H", "H", "H", "H", "H", "H", "C", "O", "S", "C", "C", "C", "C", "C", "C", "H", "H", "H", "H", "H"],
  "xyz": [[0.31978, -0.36779, -5.26454], [1.33276, -0.28448, -4.25133], [0.83697, -0.33850, -6.28709], [-0.44703, 0.44751, -5.15735], [-0.32399, -1.26477, -5.14676], [2.19522, -0.20970, -3.47527], [-2.13825, -0.29276, -2.18961], [-0.11206, -0.20575, -1.10677], [-0.17360, 2.25389, -0.85850], [0.98067, 3.08957, 0.26579], [-0.03218, 3.08311, -2.46372], [0.04801, 4.17041, -2.30415], [-2.01181, 3.75256, -0.37953], [-0.92527, 2.86669, -3.06956], [-2.58338, 2.12925, -0.93166], [2.01179, 2.82518, 0.01883], [0.87426, 2.74301, -2.98891], [-1.86938, 2.66895, -0.29361], [0.85803, 4.17379, 0.19609], [-2.00895, 2.34584, 0.74701], [0.80964, 2.76390, 1.29364], [0.08209, -2.61689, -0.67590], [1.40391, -3.24374, 0.41431], [-1.48576, -3.17995, 0.03459], [-0.60846, -3.35298, -2.86552], [0.25496, -4.65180, -1.95946], [1.18040, -3.31556, -2.72605], [0.24386, -3.57567, -2.20914], [-2.30371, -2.86210, -0.62655], [-1.46953, -4.27568, 0.10612], [1.30698, -4.33668, 0.53508], [1.35921, -2.74920, 1.39704], [-1.63741, -2.74168, 1.03144], [2.39184, -3.01981, -0.01532], [1.54015, -0.06743, -0.03442], [2.44496, 0.00852, 0.68965], [-1.92673, -0.09111, 1.82124], [-1.00909, 0.29913, 3.16910], [-0.02978, -0.61268, 3.64817], [0.81593, -0.24333, 4.68224], [0.69771, 1.01138, 5.29498], [-0.32358, 1.89205, 4.88542], [-1.17147, 1.53889, 3.84285], [0.04430, -1.58832, 3.16952], [1.58994, -0.94013, 5.02707], [1.38366, 1.30792, 6.10284], [-0.44929, 2.85077, 5.38870], [-1.96633, 2.20617, 3.51900]],
  "forces_ev_per_a": [[-0.5, 0.3, -1.0], [3.5, 0.3, 3.3], [-0.6, 0.0, 1.3], [1.0, -0.2, 0.1], [0.7, 0.0, 0.1], [-4.2, -0.4, -3.9], [-0.5, -0.1, -1.0], [-0.2, 0.0, 0.9], [-1.5, 0.8, 0.2], [0.2, -0.2, -0.1], [0.2, 0.2, -0.2], [-0.1, -0.3, -0.2], [-0.1, -0.2, 0.0], [0.3, 0.0, 0.2], [0.2, 0.2, 0.2], [0.0, 0.1, -0.1], [-0.3, 0.2, 0.1], [0.4, 0.1, -0.1], [0.0, -0.1, 0.0], [0.0, 0.1, -0.4], [-0.1, 0.0, 0.0], [-0.7, -1.0, 0.2], [0.2, 0.1, 0.0], [0.0, -0.3, 0.1], [0.2, -0.1, 0.2], [0.0, 0.4, -0.2], [-0.2, -0.2, 0.2], [0.2, -0.2, -0.1], [0.2, -0.1, 0.2], [-0.1, 0.2, 0.0], [0.0, 0.5, 0.0], [-0.1, -0.2, -0.3], [0.1, -0.1, -0.4], [-0.3, -0.1, 0.1], [5.5, 0.4, 2.6], [-3.5, -0.3, -2.1], [-0.4, -0.1, -0.5], [0.5, 0.0, 0.6], [0.3, 0.4, 0.2], [0.3, -0.4, 0.0], [-0.3, 0.3, 0.0], [0.0, -0.2, -0.1], [0.3, 0.2, 0.3], [0.0, 0.2, 0.2], [-0.4, 0.3, -0.1], [-0.4, -0.2, -0.5], [0.0, -0.3, -0.1], [0.1, -0.1, 0.1]],
  "mulliken_spin": [0.003, -0.005, 0.000, 0.000, 0.000, -0.002, 0.140, 0.255, 0.232, 0.011, 0.005, 0.004, 0.008, -0.001, 0.000, 0.001, 0.002, 0.024, 0.007, -0.016, -0.004, 0.205, 0.006, 0.008, -0.001, 0.004, 0.001, 0.004, -0.001, 0.005, 0.005, 0.000, 0.001, 0.000, 0.134, -0.009, 0.649, -0.010, 0.120, -0.060, 0.183, -0.057, 0.124, 0.013, 0.000, 0.007, 0.000, 0.002]
}